The following is a DFT calculation (ωB97M-V/def2-TZVPD) of 2 unconnected molecules or ions with the total composition C2HCl2O3 at a distorted geometry.

Geometry as XYZ:
```
8
Properties=species:S:1:pos:R:3
C 1.3755 0.2816 1.9913
C -1.5195 -0.0546 -1.0449
O 2.3619 0.4433 1.4083
O 0.5750 0.1006 2.8041
O -1.0919 -0.0033 -2.2740
Cl -1.0422 -1.5808 -0.1942
Cl -0.3185 1.3229 -0.0876
H -0.3403 -0.5096 -2.6029
```

Output
Molecular weight, g mol⁻¹: 143.93
Gap between HOMO and LUMO, Ha: 0.2394
Total charge: -1
Energy relative to the best compared isomer or geometry (same formula, charge and spin), eV: 2.186
Maximum force, eV/A: 2.3
Energy, Eh: -1222.9492
E_HOMO, eV: -2.95

Atom charges from the Mulliken analysis, given in e for atoms 1 to 6: atom 1 (C): 0.684, atom 2 (C): -0.232, atom 3 (O): -0.389, atom 4 (O): -0.369, atom 5 (O): -0.219, atom 6 (Cl): -0.269

***

The following is a DFT calculation (ωB97M-V/def2-TZVPD) of 2 unconnected molecules or ions with the total composition C2HClF2O2 at a distorted geometry.

Geometry as XYZ:
```
8
Properties=species:S:1:pos:R:3
C 0.3912 -0.2401 0.8468
C 0.5813 1.0356 0.9579
O -0.8446 -1.1793 -2.0449
O -1.5073 -1.0179 -0.8534
F 1.3589 1.4370 1.9322
F -0.1281 2.0289 0.4947
Cl 0.9059 -1.7421 1.0361
H -0.7573 -0.3222 -2.3693
```

Output
Molecular weight, g mol⁻¹: 130.48
Gap between HOMO and LUMO (alpha / beta), Ha: 0.2242 / 0.2242
Energy relative to the best compared isomer or geometry (same formula, charge and spin), eV: 9.009
Maximum force, eV/A: 3.8
Energy, Eh: -886.8951
E_HOMO (alpha / beta), eV: -8.60 / -8.60

Atom charges from the Mulliken analysis, given in e for atoms 1 to 6: atom 1 (C): 0.249, atom 2 (C): 0.405, atom 3 (O): -0.235, atom 4 (O): -0.339, atom 5 (F): -0.193, atom 6 (F): -0.180

***

The following is a DFT calculation (ωB97M-V/def2-TZVPD) of a single C2HClN2O molecule at a distorted geometry.

Geometry as XYZ:
```
7
Properties=species:S:1:pos:R:3
O 1.9732 0.5559 -1.0560
C 1.3103 0.1023 -0.1465
N 0.4320 0.8781 0.4853
C -0.6861 0.4100 0.4296
N -1.4712 -0.4593 0.3413
Cl -3.0193 -0.6295 -0.3515
H 1.4612 -0.8575 0.2978
```

Output
Molecular weight, g mol⁻¹: 104.50
Gap between HOMO and LUMO, Ha: 0.3563
Energy relative to the best compared isomer or geometry (same formula, charge and spin), eV: 2.963
Maximum force, eV/A: 5.2
Energy, Eh: -721.6446
Structure (SMILES): O=CN=C=NCl
E_HOMO, eV: -10.40

Atom charges from the Mulliken analysis, given in e for atoms 1 to 6: atom 1 (O): -0.481, atom 2 (C): 0.124, atom 3 (N): -0.384, atom 4 (C): 0.553, atom 5 (N): -0.190, atom 6 (Cl): 0.016

***

The following is a DFT calculation (ωB97M-V/def2-TZVPD) of 3 unconnected molecules or ions with the total composition C2HClNO3 at a distorted geometry.

Geometry as XYZ:
```
8
Properties=species:S:1:pos:R:3
C 2.6094 -0.1025 -0.0219
C -2.4339 0.4296 -0.1302
N 1.4157 0.4313 0.4248
O -2.8698 0.1218 0.8861
O 3.7453 -0.3849 -0.1916
O -2.1722 0.9582 -1.1098
Cl -0.8567 -1.3990 -0.0347
H 0.5621 -0.0544 0.1772
```

Output
Molecular weight, g mol⁻¹: 122.49
Gap between HOMO and LUMO, Ha: 0.3096
Total charge: -1
Energy relative to the best compared isomer or geometry (same formula, charge and spin), eV: 1.392
Maximum force, eV/A: 9.6
Energy, Eh: -817.5832
E_HOMO, eV: -4.83

Atom charges from the Mulliken analysis, given in e for atoms 1 to 6: atom 1 (C): 0.556, atom 2 (C): 0.711, atom 3 (N): -0.447, atom 4 (O): -0.409, atom 5 (O): -0.459, atom 6 (O): -0.413